This record from the OMol25 dataset describes a molecular structure, C3H11N4. The level of theory is ωB97M-V/def2-TZVPD.

```
18
Properties=species:S:1:pos:R:3
C -1.44 0.15 0.01
C -2.43 1.20 0.28
C 1.61 -1.12 0.70
N 0.26 0.85 0.17
N -1.52 -1.02 -0.55
N 2.40 0.74 -0.59
N 1.21 -0.04 -0.28
H -3.30 0.59 0.84
H -2.95 1.80 -0.58
H -2.03 1.87 0.97
H 1.94 -2.14 0.22
H 2.31 -0.67 1.38
H 0.80 -1.47 1.29
H -2.40 -1.54 -0.78
H -0.72 -1.61 -0.77
H 3.06 1.22 0.19
H 2.25 1.55 -1.26
H 0.94 -0.37 -1.25
```

The charge is +1. The calculation puts the frontier orbital gap at 8.85 eV.

=====

This record from the OMol25 dataset describes a molecular structure, C5H6GdLi2O4. The level of theory is ωB97M-V/def2-TZVPD.

```
18
Properties=species:S:1:pos:R:3
O 1.97 -0.70 -1.13
C 1.96 -0.12 -0.02
O 2.53 1.03 -0.05
Gd 1.78 2.15 -1.74
Li 2.93 1.76 1.72
O -0.22 1.49 -1.53
Li 0.84 -1.67 -2.32
C -0.65 0.38 -1.08
O -1.95 0.38 -0.97
C -2.64 -0.79 -0.53
H -3.55 -0.45 -0.03
H -2.91 -1.42 -1.39
H -2.02 -1.37 0.16
C 0.81 -0.42 0.90
C 0.42 0.34 2.03
H 0.86 -1.48 1.17
H 0.18 -0.24 2.93
H -0.34 1.12 1.88
```

Its spin multiplicity is 8. The charge is +3. The calculation puts the frontier orbital gap (spin up / spin down) at 7.70 / 7.59 eV.

=====

This record from the OMol25 dataset describes 2 unconnected molecules or ions with the total composition C4H11NO. The level of theory is ωB97M-V/def2-TZVPD.

```
17
Properties=species:S:1:pos:R:3
C 1.24 1.16 -3.50
C 1.16 0.10 -2.40
C 2.26 0.32 -1.38
H 2.20 1.03 -4.08
H 0.43 1.23 -4.21
H 1.35 2.11 -2.96
H 0.21 0.31 -1.89
H 1.17 -0.95 -2.66
H 2.25 -0.44 -0.57
H 2.07 1.25 -0.84
H 3.27 0.40 -1.82
C -2.77 -0.85 5.00
N -3.29 -1.52 3.88
O -3.24 0.19 5.38
H -2.00 -1.48 5.48
H -3.64 -0.79 3.27
H -2.67 -2.06 3.30
```

The charge is 0. The calculation puts the frontier orbital gap at 11.15 eV.

=====

This record from the OMol25 dataset describes a molecular structure, C9H58NO21. The level of theory is ωB97M-V/def2-TZVPD.

```
89
Properties=species:S:1:pos:R:3
C 1.01 -2.00 -0.31
C 0.15 -0.67 -0.49
C -1.26 -0.95 0.16
C -2.11 0.23 0.31
C -1.36 1.19 1.23
C 0.13 1.58 0.74
N 0.89 0.36 0.34
O 2.23 0.67 -0.18
C 0.75 2.22 1.99
C -0.02 2.70 -0.40
C -0.14 -0.41 -2.04
H 1.33 -2.14 0.72
H 1.95 -2.04 -0.87
H 0.52 -2.92 -0.63
H -1.20 -1.51 1.10
H -1.86 -1.61 -0.46
H -3.12 -0.03 0.63
H -2.34 0.86 -0.56
H -1.26 0.70 2.20
H -1.88 2.15 1.33
H 0.12 2.83 2.63
H 1.50 3.00 1.82
H 1.41 1.55 2.54
H 0.87 3.32 -0.53
H -0.98 3.19 -0.53
H -0.04 2.10 -1.32
H 0.87 -0.23 -2.41
H -0.88 0.34 -2.32
H -0.40 -1.32 -2.57
O 2.37 2.73 -1.40
H 3.18 2.78 -0.89
H 1.83 2.10 -0.92
O -1.09 -0.01 -4.20
H -0.17 -0.25 -4.09
H -1.15 0.89 -3.87
O -3.36 1.26 -2.09
H -3.67 1.10 -1.20
H -3.19 0.39 -2.45
O 1.05 -1.05 2.50
H 1.09 -0.99 1.55
H 1.80 -0.54 2.81
O 2.55 -1.84 -2.65
H 1.90 -2.41 -2.24
H 2.38 -0.97 -2.28
O -4.19 0.76 -0.03
H -5.12 0.64 -0.21
H -4.15 0.85 0.92
O -1.02 1.85 -3.23
H -1.50 1.77 -2.40
H -1.05 2.79 -3.43
O 3.10 -1.28 0.67
H 2.40 -0.67 0.43
H 3.60 -1.41 -0.14
O 1.08 -3.91 0.83
H 1.36 -3.31 1.52
H 0.14 -4.04 0.99
O 1.82 -3.84 -1.32
H 1.12 -4.48 -1.47
H 1.76 -3.63 -0.39
O 3.08 1.25 1.74
H 2.63 2.09 1.74
H 2.50 0.66 1.27
O -2.84 -0.50 2.51
H -2.62 0.26 3.06
H -2.63 -0.22 1.62
O 1.22 0.85 -3.69
H 0.49 1.33 -3.30
H 1.72 0.53 -2.94
O -0.06 0.67 3.92
H 0.18 -0.15 3.50
H 0.70 1.24 3.81
O 1.36 -3.02 2.85
H 2.31 -3.03 2.69
H 1.12 -2.10 2.79
O -2.52 -0.79 -2.62
H -1.88 -0.32 -3.15
H -2.22 -1.70 -2.65
O 2.57 0.32 -2.26
H 3.40 0.79 -2.17
H 2.22 0.29 -1.37
O 1.68 1.68 3.89
H 2.13 1.21 4.60
H 2.12 2.53 3.85
O -2.29 1.01 3.48
H -1.36 0.81 3.59
H -2.35 1.95 3.64
O -3.33 -2.39 -1.23
H -4.23 -2.09 -1.19
H -2.82 -1.61 -1.43
```

The charge is -1. The calculation puts the frontier orbital gap at 6.98 eV.

=====

This record from the OMol25 dataset describes a molecular structure, C4H11N3. The level of theory is ωB97M-V/def2-TZVPD.

```
18
Properties=species:S:1:pos:R:3
C 1.13 -1.10 0.14
C 0.19 -1.35 -0.83
C 2.49 -0.56 -0.16
H 1.00 -1.53 1.12
H 0.42 0.48 0.92
H -0.93 -0.04 -0.80
H -0.58 -2.08 -0.63
H 0.47 -1.24 -1.87
H 2.54 -0.09 -1.14
H 2.82 0.16 0.60
H 3.22 -1.38 -0.15
N -1.40 0.92 -0.31
N -2.73 0.68 0.15
C -0.36 1.25 1.19
N -0.70 1.91 2.10
H -1.31 1.78 -0.86
H -3.41 1.01 -0.52
H -2.84 1.19 1.03
```

The charge is 0. The calculation puts the frontier orbital gap at 8.36 eV.

=====

This record from the OMol25 dataset describes 2 unconnected molecules or ions with the total composition C5H14NO. The level of theory is ωB97M-V/def2-TZVPD.

```
21
Properties=species:S:1:pos:R:3
C -0.79 1.04 1.11
C -0.02 -0.23 1.48
C 0.93 -0.80 0.46
C 0.87 -2.17 0.15
C 2.01 0.05 -0.03
N -1.78 0.84 0.01
H -1.32 1.38 2.00
H -0.11 1.83 0.81
H -0.73 -1.00 1.81
H 0.61 0.01 2.34
H 0.22 -2.85 0.71
H 1.43 -2.69 -0.63
H 2.79 -0.51 -0.54
H 1.65 0.78 -0.78
H 2.46 0.67 0.76
H -1.33 0.90 -0.92
H -2.19 -0.10 0.05
H -2.54 1.53 0.05
H -1.20 1.03 -3.17
H -0.16 -0.11 -3.10
O -0.81 0.38 -2.57
```

Its spin multiplicity is 2. The charge is +2. The calculation puts the frontier orbital gap (spin up / spin down) at 11.27 / 7.71 eV.

=====

This record from the OMol25 dataset describes a single C2H5N5 molecule. The level of theory is ωB97M-V/def2-TZVPD.

```
12
Properties=species:S:1:pos:R:3
C 0.08 0.73 -0.01
C -0.92 -1.17 0.02
H 1.95 1.33 -0.02
H 0.64 2.61 0.22
H -1.11 -2.22 -0.14
H 1.61 -1.64 0.94
H 1.90 -1.79 -0.73
N 1.06 1.68 -0.05
N -1.22 0.97 0.03
N -1.82 -0.24 0.01
N 0.36 -0.64 -0.09
N 1.63 -1.16 0.06
```

The charge is 0. The calculation puts the frontier orbital gap at 8.93 eV.

=====

This record from the OMol25 dataset describes a molecular structure, C8H5CuN2O5S2. The level of theory is ωB97M-V/def2-TZVPD.

```
23
Properties=species:S:1:pos:R:3
Cu 0.01 -0.34 -1.54
O -1.61 1.41 1.69
C -0.80 0.83 0.70
O -1.40 0.19 -0.22
C 0.22 1.92 0.26
O 0.17 2.00 -1.14
C 1.35 2.35 -1.84
C 1.45 1.52 -3.16
O 2.14 2.03 -4.05
O 0.88 0.39 -3.17
H -2.24 0.72 1.94
H -0.08 2.87 0.72
H 1.23 1.66 0.60
H 1.34 3.41 -2.10
H 2.24 2.14 -1.24
S 0.32 -0.54 1.88
C 0.07 -2.04 1.01
S 0.78 -2.29 -0.51
C -0.70 -3.02 1.64
C -0.90 -4.32 1.10
N -1.11 -5.39 0.72
C -1.37 -2.81 2.87
N -1.97 -2.69 3.86
```

The charge is -2. The calculation puts the frontier orbital gap at 6.45 eV.

=====

This record from the OMol25 dataset describes a single C9H12N2O2 molecule. The level of theory is ωB97M-V/def2-TZVPD.

```
25
Properties=species:S:1:pos:R:3
C -4.51 -0.63 -0.46
C -2.30 0.19 -0.37
C -1.39 1.18 -0.75
C -0.07 1.12 -0.33
C 0.37 0.12 0.55
C 1.79 0.12 1.01
C 4.06 0.68 0.01
C -0.53 -0.88 0.87
C -1.86 -0.86 0.44
H -5.47 -0.29 -0.85
H -4.27 -1.59 -0.92
H -4.59 -0.79 0.64
H -1.69 1.99 -1.42
H 0.61 1.93 -0.59
H 1.97 -0.73 1.67
H 2.01 1.05 1.55
H 3.99 1.54 0.69
H 4.83 -0.04 0.38
H 4.42 1.02 -0.96
H -0.23 -1.68 1.53
H -2.52 -1.67 0.77
N 2.76 0.02 -0.07
N 2.61 -0.98 -0.92
O -3.58 0.35 -0.80
O 3.58 -1.16 -1.65
```

The charge is 0. The calculation puts the frontier orbital gap at 9.30 eV.

=====

This record from the OMol25 dataset describes a molecular structure, C13H7Cl5F6GeNO2Sc. The level of theory is ωB97M-V/def2-TZVPD.

```
36
Properties=species:S:1:pos:R:3
Sc -0.12 0.30 0.50
Cl -0.66 5.15 -0.89
C -0.31 3.89 -1.97
C -0.15 4.13 -3.32
C 0.13 3.09 -4.20
Cl 0.30 3.43 -5.85
C 0.28 1.73 -3.74
C 0.56 0.63 -4.56
C 0.68 -0.61 -3.99
C 0.54 -0.75 -2.61
N 0.28 0.28 -1.82
C 0.14 1.49 -2.37
C -0.17 2.57 -1.44
O -0.32 2.30 -0.22
H -0.26 5.14 -3.70
H 0.68 0.77 -5.63
H 0.90 -1.48 -4.59
H 0.64 -1.72 -2.13
Cl 3.19 -2.52 1.84
Ge 2.45 -0.80 0.81
Cl 1.07 0.27 2.61
Cl 4.12 0.55 0.74
C -3.71 0.13 -0.38
C -2.92 -0.66 0.66
O -1.60 -0.84 0.27
C -3.57 -2.04 0.88
F -3.73 -2.65 -0.30
F -2.83 -2.83 1.65
F -4.78 -1.90 1.45
C -2.88 0.14 1.98
F -1.94 1.16 1.78
F -4.01 0.73 2.31
F -2.43 -0.56 3.01
H -3.59 -0.36 -1.35
H -3.33 1.15 -0.45
H -4.77 0.17 -0.14
```

Its spin multiplicity is 2. The charge is +1. The calculation puts the frontier orbital gap (spin up / spin down) at 7.48 / 5.53 eV.

=====

This record from the OMol25 dataset describes a molecular structure, C13H25Cl2CsN3O3Ta. The level of theory is ωB97M-V/def2-TZVPD.

```
48
Properties=species:S:1:pos:R:3
N 1.97 0.71 0.45
C 2.93 1.58 0.78
O 4.15 1.31 0.89
Cs 3.67 -0.87 0.92
Ta 0.43 -0.34 0.68
N 0.33 -1.77 -0.73
N -1.14 0.93 0.46
C 0.72 -1.95 -2.15
C -1.16 2.28 -0.17
C 0.94 -3.44 -2.47
C -0.38 -1.37 -3.07
C 2.03 -1.19 -2.41
C -0.52 3.29 0.82
C -2.59 2.73 -0.53
C -0.33 2.24 -1.46
H 1.67 -3.88 -1.76
H 1.34 -3.55 -3.49
H 0.00 -4.02 -2.41
H -1.36 -1.84 -2.87
H -0.13 -1.54 -4.13
H -0.48 -0.28 -2.91
H 1.93 -0.13 -2.11
H 2.30 -1.24 -3.47
H 2.85 -1.66 -1.83
H -1.06 3.27 1.79
H -0.58 4.32 0.43
H 0.54 3.04 0.99
H -3.22 2.88 0.36
H -3.08 1.98 -1.19
H -2.55 3.69 -1.08
H -0.25 3.24 -1.91
H -0.80 1.56 -2.20
H 0.69 1.87 -1.25
C -0.74 -2.66 -0.25
H -1.06 -2.33 0.76
H -1.64 -2.64 -0.89
H -0.40 -3.71 -0.13
C -2.30 0.59 1.27
H -2.11 -0.36 1.81
H -2.51 1.35 2.06
H -3.23 0.46 0.68
Cl -0.07 -1.95 5.50
C 0.81 -0.45 5.13
Cl 2.56 -0.71 5.36
C 0.55 -0.04 3.71
O 0.00 1.13 3.46
O 0.83 -0.86 2.73
H 0.48 0.35 5.83
```

The charge is +2. The calculation puts the frontier orbital gap (spin up / spin down) at 4.97 / 4.96 eV.

=====

This record from the OMol25 dataset describes 2 unconnected molecules or ions with the total composition CH3NOSi. The level of theory is ωB97M-V/def2-TZVPD.

```
7
Properties=species:S:1:pos:R:3
C 2.62 0.18 -0.10
N 1.74 -0.49 -0.44
O -2.48 -0.83 0.02
Si -1.39 0.15 -0.70
H -3.05 -0.87 0.81
H -1.02 1.16 0.39
H 3.57 0.70 0.02
```

The charge is 0. The calculation puts the frontier orbital gap at 8.48 eV.

=====

> Which of these has the highest charge?

C5H6GdLi2O4